# C19H27N3O6S

One molecule with the formula C19H27N3O6S (wB97M-V/def2-TZVPD, the Open Molecules 2025 dataset).

Largest force on an atom in eV Å⁻¹: 0.980
Kohn-Sham gap in eV: 9.4
Net charge: 0
Relative energy (zero: lowest compared OMol25 entry of this formula, charge and spin) in kcal/mol: 23.63
SMILES: C=CCNC(=O)NC(=O)COC(=O)[C@H](C)NS(=O)(=O)c1c(C)c(C)cc(C)c1C

Geometry (Å):
C: 0.3307 0.6826 5.0618
C: 0.0430 1.5445 4.1057
C: -1.1360 1.4232 3.1878
N: -0.7995 1.8343 1.8439
C: -1.0556 1.0768 0.7753
O: -1.5962 -0.0071 0.7722
N: -0.6533 1.6333 -0.4661
C: -0.2130 2.8820 -0.7317
O: 0.0231 3.7303 0.1065
C: -0.0515 3.1993 -2.2225
H: 0.8719 3.7618 -2.3727
H: -0.9060 3.8171 -2.5284
O: 0.0162 2.0283 -3.0128
C: -1.1291 1.5377 -3.5186
O: -2.1535 2.1550 -3.5960
C: -0.9380 0.0529 -3.8164
N: -0.8467 -0.5292 -2.4768
S: 0.2182 -1.8651 -2.2970
O: 1.3255 -1.6367 -3.1773
O: -0.5351 -3.0596 -2.5658
C: 0.6651 -1.6297 -0.5641
C: 0.0710 -2.3827 0.4466
C: 0.4182 -2.1020 1.7756
C: 1.3244 -1.0952 2.0473
C: 1.8916 -0.3286 1.0434
C: 1.5549 -0.5874 -0.2892
C: 2.1802 0.2646 -1.3498
H: 3.1515 -0.1485 -1.6224
H: 2.3338 1.2767 -0.9839
H: 1.5836 0.3062 -2.2498
C: 2.8413 0.7719 1.4135
H: 3.0422 0.7480 2.4815
H: 2.4193 1.7475 1.1711
H: 3.7843 0.6692 0.8801
H: 1.5818 -0.8826 3.0753
C: -0.2028 -2.8602 2.9075
H: -1.2853 -2.7463 2.8878
H: 0.0223 -3.9235 2.8370
H: 0.1716 -2.4926 3.8592
C: -0.9518 -3.4489 0.2193
H: -1.9079 -3.1012 0.6102
H: -1.0679 -3.6909 -0.8272
H: -0.6788 -4.3536 0.7595
H: -1.7518 -0.8060 -2.1159
C: -2.0528 -0.5348 -4.6656
H: -2.0046 -0.1356 -5.6751
H: -3.0199 -0.2781 -4.2377
H: -1.9465 -1.6163 -4.7020
H: 0.0433 -0.1071 -4.2748
H: -0.7388 0.9521 -1.2267
H: -0.3971 2.7542 1.6923
H: -1.9506 2.0573 3.5670
H: -1.4914 0.3922 3.1363
H: 0.6563 2.4219 3.9485
H: 1.1717 0.8199 5.7198
H: -0.2752 -0.1915 5.2345

Cartesian forces, eV/Å:
C 0.068 0.026 0.110
C -0.116 0.005 -0.154
C -0.260 -0.114 0.109
N 0.212 0.425 0.387
C 0.097 0.365 -0.363
O -0.294 -0.366 0.036
N -0.241 -0.387 -0.066
C 0.136 -0.055 -0.363
O 0.073 0.376 0.047
C -0.176 0.513 0.156
H -0.125 -0.123 0.086
H 0.196 -0.086 0.094
O 0.327 -0.021 -0.022
C -0.206 -0.115 -0.193
O 0.038 -0.072 -0.053
C -0.020 0.012 -0.323
N 0.590 -0.764 0.175
S -0.595 0.186 -0.257
O 0.156 0.171 0.162
O 0.010 0.149 0.265
C -0.110 -0.217 -0.437
C 0.018 -0.238 0.144
C 0.181 0.081 -0.145
C -0.096 -0.157 -0.191
C -0.106 -0.106 -0.145
C 0.274 0.227 0.188
C 0.060 0.111 -0.076
H 0.091 0.044 -0.094
H 0.035 0.071 0.043
H 0.166 0.217 0.044
C -0.028 -0.058 -0.046
H 0.032 0.022 0.064
H 0.025 0.134 -0.020
H 0.114 0.086 -0.019
H 0.028 0.009 0.082
C 0.012 0.005 -0.093
H -0.135 -0.051 0.071
H -0.046 -0.098 0.065
H 0.006 0.008 0.081
C -0.090 -0.124 -0.071
H -0.134 -0.023 0.077
H -0.116 -0.133 0.245
H -0.033 -0.061 0.063
H -0.190 -0.114 0.126
C 0.184 0.118 0.166
H -0.060 0.030 -0.093
H -0.086 -0.007 -0.013
H 0.009 -0.058 -0.041
H -0.146 0.200 -0.042
H 0.137 0.146 0.248
H -0.053 -0.146 -0.179
H 0.042 -0.154 -0.057
H -0.025 0.111 0.075
H 0.164 0.125 0.067
H 0.166 0.083 0.107
H -0.159 -0.212 -0.025

Here is what natural (NBO) gives for the atomic charges, in e: -0.394 -0.173 -0.266 -0.625 0.811 -0.655 -0.695 0.676 -0.625 -0.176 0.227 0.239 -0.514 0.799 -0.570 -0.167 -0.881 2.303 -0.936 -0.937 -0.356 0.057 -0.005 -0.171 -0.040 0.101 -0.668 0.235 0.210 0.241 -0.636 0.219 0.220 0.220 0.213 -0.632 0.223 0.220 0.213 -0.669 0.226 0.264 0.218 0.414 -0.625 0.226 0.223 0.233 0.259 0.454 0.436 0.205 0.237 0.198 0.203 0.193

# C19H27N3OS

One molecule with the formula C19H27N3OS (wB97M-V/def2-TZVPD, the Open Molecules 2025 dataset).

Largest force on an atom in eV Å⁻¹: 16.598
Kohn-Sham gap in eV: 7.6
Net charge: 0
Relative energy (zero: lowest compared OMol25 entry of this formula, charge and spin) in kcal/mol: 409.93
SMILES: CC(C)N1CCN(Cc2nc(-c3ccccc3)cs2)C[C@@H]1CCO

Geometry (Å):
C: 1.4697 -0.7644 1.8517
H: 2.4244 -0.9562 1.6708
H: 0.8857 -1.2085 0.8189
H: 1.0540 -1.2909 2.6386
C: 0.9455 0.9274 2.0310
N: 1.4077 1.7479 1.0072
C: 2.7907 1.7049 0.5423
C: 2.7893 0.8506 -1.0367
N: 1.9221 1.3610 -2.0456
C: 1.4465 0.2754 -2.8791
C: 1.0169 -1.0054 -2.4401
N: -0.1597 -0.9178 -1.7821
C: -0.7373 -2.1442 -1.2188
C: 0.3906 -3.2882 -1.6899
S: 1.5549 -2.4400 -2.6362
H: 0.4130 -4.2542 -1.3508
C: -1.8511 -2.4980 -0.3123
C: -2.2573 -1.5216 0.4686
C: -3.4476 -1.8988 1.0136
C: -3.9144 -3.0925 1.1451
C: -3.5149 -3.9484 0.1995
C: -2.1707 -3.7975 -0.4466
H: -1.8943 -4.6154 -1.1912
H: -3.8167 -5.0496 0.3162
H: -4.9112 -3.2134 1.3902
H: -3.8588 -1.0903 1.7436
H: -1.9365 -0.4899 0.5400
H: 2.4497 -0.1398 -3.5802
H: 0.9006 0.7695 -3.5066
C: 0.8751 2.1261 -1.3630
H: 0.1155 2.1662 -2.2875
C: 0.2681 1.8332 -0.1580
C: -0.7367 2.6826 0.3854
H: -0.3674 3.8088 0.5625
H: -1.1105 2.4823 1.4329
C: -1.8580 2.6964 -0.6354
O: -2.7133 1.6687 -0.8972
H: -1.8669 0.8883 -1.0254
H: -1.6344 3.2968 -1.4963
H: -2.5231 3.4641 -0.0663
H: -0.1512 0.6508 -0.0333
H: 1.5555 3.1380 -1.2159
H: 2.6454 -0.1715 -0.6199
H: 3.8088 0.9106 -1.2120
H: 3.0963 2.7567 -0.0106
H: 3.2846 1.1932 1.1016
C: 1.7679 1.2753 3.3785
H: 1.5073 2.3160 3.5330
H: 1.5057 0.7456 4.0150
H: 3.0879 1.2151 3.1928
H: 0.0527 0.8450 2.1580

Cartesian forces, eV/Å:
C -6.899 2.591 -4.170
H 4.361 -0.312 -0.361
H 1.462 1.097 2.726
H -0.578 -1.172 1.724
C 15.386 -3.319 0.703
N -1.533 1.819 -2.744
C -8.170 6.674 -11.868
C 0.488 -0.447 5.052
N 0.180 -2.131 2.402
C 8.345 -1.691 -1.113
C -6.541 3.383 3.327
N -3.087 -2.637 2.645
C 8.869 -1.196 -4.503
C -3.589 7.096 0.300
S 2.057 -6.460 0.222
H 0.383 -2.249 0.299
C 6.938 0.395 -5.174
C -3.095 1.310 1.269
C 0.930 8.602 5.534
C -2.889 -2.531 -2.099
C 5.153 -6.523 -0.675
C -6.627 -2.294 0.749
H 0.136 1.835 1.157
H -0.312 1.688 -0.766
H -1.768 -0.382 1.765
H 0.139 -1.247 -1.438
H 0.351 -0.380 -0.298
H -2.159 1.790 1.501
H -3.960 1.973 -4.107
C 1.844 4.071 -6.941
H 1.085 0.896 2.318
C 2.165 -6.719 7.205
C -1.338 3.248 0.790
H -0.589 -2.234 -0.949
H 0.454 -0.582 -1.267
C -3.150 6.042 2.976
O 4.664 -5.572 -0.516
H -4.170 2.253 -0.058
H 0.727 -0.142 -0.864
H 0.383 -0.775 -1.052
H 0.899 2.935 -1.119
H -2.653 -1.591 -0.385
H -0.597 0.225 -0.921
H 2.048 0.175 -1.198
H -0.072 -2.296 2.772
H 6.694 -5.232 6.440
C 6.014 8.786 -12.733
H 0.369 0.264 0.569
H -3.935 -8.779 10.906
H -4.325 0.072 0.599
H -10.484 -0.327 1.369

Here is what natural (NBO) gives for the atomic charges, in e: -0.649 0.183 0.177 0.195 0.057 -0.487 -0.136 -0.251 -0.438 -0.176 -0.182 -0.485 0.248 -0.524 0.647 0.223 -0.135 -0.209 -0.125 -0.284 -0.133 -0.199 0.250 0.203 0.220 0.196 0.241 0.157 0.209 -0.251 0.228 -0.116 -0.433 0.226 0.227 -0.088 -0.696 0.474 0.163 0.156 0.226 0.218 0.174 0.184 0.195 0.158 -0.499 0.202 0.137 0.166 0.155

# C19H27N5OS

One molecule with the formula C19H27N5OS (wB97M-V/def2-TZVPD, the Open Molecules 2025 dataset).

Largest force on an atom in eV Å⁻¹: 1.207
Kohn-Sham gap in eV: 8.6
Net charge: 0
Relative energy (zero: lowest compared OMol25 entry of this formula, charge and spin) in kcal/mol: 0.00
SMILES: CC(C)c1ccc(N[C@@H]2CCCN(C(=O)CSc3nncn3C)C2)cc1

Geometry (Å):
C: 3.5067 3.6661 0.3439
H: 2.6645 3.5341 1.0199
H: 4.0022 4.6038 0.5860
H: 3.1214 3.7330 -0.6705
C: 4.4863 2.4975 0.4768
C: 3.7856 1.1873 0.2176
C: 3.6753 0.2293 1.2156
C: 3.0095 -0.9644 1.0085
C: 2.4223 -1.2399 -0.2262
C: 2.5479 -0.2834 -1.2384
C: 3.2170 0.9018 -1.0188
H: 3.2822 1.6189 -1.8232
H: 2.1027 -0.4790 -2.2048
N: 1.7605 -2.4247 -0.4999
C: 1.0840 -3.1850 0.5246
C: 0.4717 -4.4504 -0.0849
C: -0.7190 -4.1258 -0.9883
C: -1.7225 -3.2385 -0.2532
N: -1.0657 -2.0550 0.2670
C: -1.3098 -0.8571 -0.3020
O: -2.0692 -0.7265 -1.2428
C: -0.6058 0.3429 0.3255
H: 0.4538 0.3783 0.0683
H: -0.7489 0.3664 1.4047
S: -1.3484 1.8530 -0.3439
C: -2.9395 1.5683 0.2869
N: -3.2391 0.8243 1.3191
N: -4.5731 0.8575 1.4603
C: -5.0594 1.6156 0.5259
N: -4.0644 2.1046 -0.2646
C: -4.1419 2.9503 -1.4180
H: -5.1670 2.9654 -1.7839
H: -3.8287 3.9670 -1.1693
H: -3.4790 2.5600 -2.1919
H: -6.0972 1.8338 0.3826
C: -0.0294 -2.3615 1.2190
H: 0.3974 -1.4519 1.6366
H: -0.4627 -2.9522 2.0338
H: -2.5175 -2.9108 -0.9241
H: -2.1634 -3.7830 0.5885
H: -0.3850 -3.6131 -1.8925
H: -1.2091 -5.0494 -1.2981
H: 1.2374 -4.9844 -0.6498
H: 0.1384 -5.0972 0.7290
H: 1.8236 -3.4756 1.2793
H: 1.2498 -2.3885 -1.3714
H: 2.9523 -1.6817 1.8127
H: 4.1148 0.4189 2.1850
C: 5.6790 2.6799 -0.4638
H: 6.2134 3.5961 -0.2215
H: 5.3502 2.7390 -1.4983
H: 6.3667 1.8421 -0.3699
H: 4.8634 2.4834 1.5058

Cartesian forces, eV/Å:
C 0.168 -0.113 0.203
H -0.106 0.037 0.034
H 0.013 0.143 -0.008
H -0.058 0.029 -0.139
C -0.007 0.123 -0.176
C 0.122 0.019 0.281
C -0.004 0.176 -0.130
C -0.196 -0.247 -0.090
C 0.270 0.216 0.025
C 0.008 -0.071 0.003
C -0.034 -0.064 0.078
H 0.014 0.101 -0.111
H -0.054 -0.025 -0.106
N -0.182 -0.225 -0.415
C -0.140 -0.067 0.399
C 0.111 0.139 -0.110
C -0.061 0.024 0.287
C -0.199 -0.084 -0.437
N -0.080 -0.443 0.143
C 0.084 0.167 0.048
O -0.076 -0.118 -0.252
C -0.395 0.458 -0.191
H -0.038 0.004 0.087
H 0.133 -0.119 -0.045
S 0.488 0.146 0.061
C -0.068 0.181 -0.031
N 0.987 0.060 -0.131
N -1.151 -0.178 0.318
C -0.052 0.042 -0.021
N 0.306 -0.501 0.549
C 0.061 0.327 -0.333
H 0.065 0.008 -0.011
H -0.075 -0.030 -0.067
H -0.100 0.008 -0.011
H -0.245 0.099 -0.079
C 0.428 -0.018 0.041
H -0.053 -0.031 0.033
H 0.045 0.072 0.040
H 0.060 -0.080 0.156
H -0.003 -0.002 -0.005
H -0.060 -0.002 -0.098
H 0.011 -0.004 -0.084
H 0.033 -0.051 0.076
H 0.006 -0.028 0.036
H -0.111 -0.024 -0.041
H 0.057 -0.011 0.075
H -0.024 -0.085 0.080
H 0.050 0.044 0.090
C -0.052 -0.027 0.274
H 0.080 0.106 -0.034
H -0.021 0.014 -0.149
H 0.094 -0.047 -0.046
H -0.049 -0.046 -0.066

Here is what natural (NBO) gives for the atomic charges, in e: -0.595 0.213 0.206 0.200 -0.231 -0.066 -0.174 -0.288 0.167 -0.276 -0.146 0.203 0.209 -0.610 -0.047 -0.404 -0.409 -0.224 -0.444 0.691 -0.639 -0.646 0.270 0.262 0.287 0.177 -0.335 -0.276 0.136 -0.365 -0.408 0.218 0.208 0.231 0.201 -0.232 0.225 0.202 0.250 0.190 0.196 0.219 0.221 0.207 0.202 0.379 0.212 0.209 -0.595 0.207 0.200 0.212 0.200

# C19H27NO6

One molecule with the formula C19H27NO6 (wB97M-V/def2-TZVPD, the Open Molecules 2025 dataset).

Largest force on an atom in eV Å⁻¹: 1.474
Kohn-Sham gap in eV: 9.0
Net charge: 0
Relative energy (zero: lowest compared OMol25 entry of this formula, charge and spin) in kcal/mol: 18.77
SMILES: CCOC(=O)[C@@H]1CCCN(C[C@@H](O)COCc2ccc3c(c2)OCO3)C1

Geometry (Å):
C: -3.3654 -1.4340 -2.1884
C: -4.0183 -0.2633 -1.4697
H: -4.5486 0.3825 -2.1749
H: -4.7096 -0.6214 -0.7004
O: -3.0366 0.5733 -0.8529
C: -2.8171 0.4311 0.4529
O: -3.3931 -0.3640 1.1541
C: -1.7633 1.3967 0.9499
C: -0.3809 0.9852 0.4175
N: 0.6120 1.8905 0.9502
C: 0.3990 3.2390 0.4602
C: -0.9417 3.7470 0.9862
C: -2.0657 2.8327 0.5138
H: -3.0216 3.1568 0.9303
H: -2.1367 2.8666 -0.5749
H: -1.1126 4.7663 0.6364
H: -0.9122 3.7547 2.0767
H: 1.2041 3.8760 0.8354
H: 0.4014 3.2837 -0.6409
C: 1.9716 1.4081 0.8961
H: 2.6083 2.1698 1.3592
C: 2.5474 1.0594 -0.4921
O: 2.5553 2.1546 -1.3824
H: 3.0680 2.8691 -0.9859
C: 3.9848 0.5178 -0.3401
O: 4.1234 -0.6122 0.4808
C: 3.8000 -1.8536 -0.1168
C: 2.3260 -2.1810 -0.1010
C: 1.6231 -2.3776 -1.2780
C: 0.2644 -2.6910 -1.2805
C: -0.3554 -2.7908 -0.0602
C: 0.3431 -2.5838 1.1331
C: 1.6820 -2.2847 1.1375
H: 2.2232 -2.1311 2.0560
O: -0.5073 -2.7376 2.1896
C: -1.7741 -3.0318 1.6338
O: -1.6590 -3.0860 0.2237
H: -2.4953 -2.2481 1.9091
H: -2.1203 -4.0077 2.0075
H: -0.2763 -2.8514 -2.1979
H: 2.1367 -2.2926 -2.2239
H: 4.3394 -2.5955 0.4820
H: 4.1824 -1.8866 -1.1461
H: 4.3885 0.3204 -1.3448
H: 4.6011 1.2913 0.1341
H: 1.9187 0.3050 -0.9738
H: 2.0333 0.5026 1.5060
H: -0.1409 -0.0271 0.7501
H: -0.4121 0.9944 -0.6856
H: -1.7438 1.3364 2.0416
H: -2.8713 -2.0846 -1.4718
H: -2.6328 -1.0696 -2.9048
H: -4.1252 -2.0037 -2.7161

Cartesian forces, eV/Å:
C -0.001 0.343 0.264
C -0.386 -0.400 -0.138
H 0.059 -0.060 0.131
H 0.068 0.122 -0.174
O 0.145 0.161 -0.301
C 0.206 0.198 0.499
O -0.113 -0.145 0.001
C -0.047 -0.080 -0.310
C -0.117 -0.066 0.184
N 0.001 0.118 -0.049
C -0.225 0.220 0.195
C 0.070 -0.011 -0.227
C 0.101 0.033 0.215
H -0.053 0.003 -0.066
H -0.045 0.017 -0.017
H -0.018 0.044 0.028
H 0.026 0.071 0.060
H 0.030 -0.010 -0.070
H 0.050 0.043 0.062
C 0.090 -0.244 -0.424
H 0.088 -0.036 0.029
C 0.088 -0.370 0.609
O 0.125 0.277 -0.177
H -0.028 0.008 -0.017
C -0.213 0.216 -0.307
O -0.019 -0.114 0.257
C 0.039 -0.157 0.002
C 0.116 0.055 -0.200
C 0.228 0.008 0.135
C -0.383 -0.080 0.199
C 0.362 0.086 0.311
C -0.056 -0.103 -0.468
C -0.330 -0.088 0.087
H 0.077 0.030 0.181
O 0.542 0.142 -0.006
C -1.251 -0.182 0.758
O 0.285 0.020 -0.429
H 0.289 -0.194 -0.109
H 0.183 0.155 -0.128
H -0.089 -0.021 -0.131
H 0.097 0.032 -0.097
H -0.025 0.048 -0.154
H -0.020 -0.027 0.074
H -0.019 0.050 0.088
H -0.046 0.039 -0.114
H 0.054 0.071 0.074
H 0.095 0.071 0.022
H 0.002 -0.022 -0.065
H 0.035 -0.054 0.026
H -0.048 -0.089 -0.125
H 0.000 -0.048 0.008
H 0.059 0.000 -0.113
H -0.079 -0.079 -0.086

Here is what natural (NBO) gives for the atomic charges, in e: -0.640 -0.077 0.185 0.205 -0.514 0.820 -0.626 -0.315 -0.218 -0.454 -0.216 -0.401 -0.393 0.212 0.211 0.208 0.202 0.194 0.179 -0.230 0.188 0.038 -0.712 0.460 -0.078 -0.533 -0.079 -0.061 -0.216 -0.281 0.289 0.234 -0.259 0.234 -0.476 0.222 -0.497 0.199 0.155 0.229 0.215 0.197 0.173 0.173 0.177 0.189 0.218 0.212 0.178 0.229 0.231 0.208 0.215

- Which value of largest force on an atom does entry 1 give?
  0.980 eV Å⁻¹